13 unconnected molecules or ions with the total composition C5H35NO14 in a non-equilibrium geometry. Source: the OMol25 dataset; level of theory: ωB97M-V/def2-TZVPD.

Each line ends with the natural charge from an NBO analysis.
Atoms and positions in Å:
C  -0.11233  -0.40095  1.12639  -0.558
C  -1.32094  0.49810  1.22331  -0.075
O  -0.85680  1.89866  1.17563  -0.755
C  0.66657  -0.33367  -0.16152  0.714
N  1.68446  0.55253  -0.16727  -0.608
C  2.54508  0.75266  -1.32771  -0.239
C  3.25180  -0.55295  -1.68132  -0.653
O  0.23582  -0.90281  -1.15533  -0.679
H  0.42308  -0.18400  2.05583  0.228
H  -0.40494  -1.43891  1.25776  0.263
H  -2.10525  0.35467  0.46752  0.206
H  -1.82419  0.33439  2.17028  0.193
H  -0.23035  1.86231  0.44607  0.469
H  1.91399  0.94744  0.72934  0.407
H  1.93899  1.20702  -2.10828  0.221
H  3.27442  1.56648  -1.16534  0.210
H  2.88613  -1.11050  -2.55917  0.241
H  4.34139  -0.55882  -1.71140  0.214
H  2.93516  -1.33381  -0.98732  0.228
H  0.35989  -1.29860  4.50813  0.473
H  -1.03450  -1.46114  4.58360  0.468
O  -0.41682  -0.71472  4.56208  -0.939
H  2.16100  1.70427  3.81257  0.465
H  2.27850  0.16474  3.83843  0.478
O  2.78356  0.97766  3.87585  -0.940
H  1.21747  -3.13878  1.80674  0.517
H  2.53782  -2.99974  2.73843  0.475
O  1.62193  -2.75989  2.60314  -1.011
H  -0.16747  -0.61837  -3.09879  0.527
H  0.07149  -1.24167  -4.55958  0.483
O  0.27023  -1.29782  -3.62495  -0.978
H  0.72583  3.33012  2.40693  0.479
H  1.35246  3.52631  0.97367  0.473
O  0.60630  3.72011  1.54396  -0.941
H  -1.64164  4.30318  0.70243  0.503
H  -2.99085  3.87696  0.97806  0.468
O  -2.50849  4.30651  0.25645  -0.957
H  -2.09783  -2.86053  -1.28820  0.466
H  -1.15936  -1.67367  -0.87713  0.499
O  -2.07950  -2.04314  -0.78639  -1.013
H  -1.39653  2.66177  -0.76326  0.493
H  -1.83615  2.73744  -2.18728  0.472
O  -1.06855  2.49880  -1.66189  -0.971
H  -4.31346  1.67800  -1.34528  0.483
H  -3.59924  2.82095  -0.49322  0.490
O  -3.58222  1.89162  -0.75934  -0.978
H  1.20952  -3.88110  -2.70825  0.463
H  0.31122  -2.77390  -2.75852  0.517
O  0.62608  -3.43570  -2.07884  -0.997
H  -2.22353  0.85985  -2.68703  0.477
H  -2.59345  -0.51451  -2.50491  0.487
O  -2.41537  0.08946  -3.24674  -0.969
H  0.33831  -4.07800  -0.42188  0.516
H  -0.76882  -3.83008  0.56523  0.481
O  0.18006  -3.68424  0.46832  -0.988

Summary:
Frontier orbital gap (eV): 10.4
E_HOMO (eV): -10.19
LUMO energy (eV): 0.189



13 unconnected molecules or ions with the total composition C5H36N2O12 in a non-equilibrium geometry. Source: the OMol25 dataset; level of theory: ωB97M-V/def2-TZVPD.

Each line ends with the Löwdin spin population.
Atoms and positions in Å:
C  -0.60410  2.09861  -2.31708  0.001
C  -0.64157  0.71674  -1.70506  0.002
C  -0.60440  0.88511  -0.16427  0.002
C  -1.52944  -0.01987  0.64423  0.094
C  -2.18172  0.40884  1.77578  0.501
N  -1.56479  -1.33554  0.35816  0.291
N  0.61216  0.03340  -1.98206  -0.001
H  0.27939  2.70230  -2.21582  0.000
H  -0.87283  2.06268  -3.37318  0.000
H  -1.35012  2.73216  -1.78183  0.000
H  -1.49996  0.14985  -2.09367  0.000
H  0.42762  0.85364  0.20657  0.001
H  -0.80961  1.89562  0.20374  0.000
H  -2.87473  -0.25900  2.34112  0.015
H  -2.56969  1.35896  2.10884  0.018
H  -2.18681  -1.86086  0.94966  0.003
H  -0.88926  -1.82448  -0.23164  0.005
H  1.01989  0.14746  -2.88651  0.000
H  0.82365  -0.71801  -1.35097  0.000
H  1.33152  -2.69872  -3.04504  0.000
H  2.89433  -2.59253  -2.99336  0.000
O  2.08680  -2.14003  -3.26000  0.000
H  2.07120  0.71329  1.85806  0.000
H  1.40337  -0.56048  1.26806  0.000
O  2.24845  -0.12154  1.40979  0.001
H  -1.53785  2.47178  2.53939  0.002
H  -0.54412  3.62227  3.04191  0.000
O  -1.20160  3.35843  2.38244  0.005
H  -1.45240  -4.38251  -1.82434  0.000
H  -0.24190  -3.95806  -1.04350  0.000
O  -1.21436  -3.86692  -1.04402  0.000
H  -4.68224  0.82936  1.34345  0.001
H  -4.18994  1.15700  -0.07733  0.001
O  -4.77251  1.46468  0.62855  0.028
H  -1.58527  4.16958  0.14564  0.000
H  -3.06639  3.86362  0.52403  0.000
O  -2.50082  4.35042  -0.08212  0.000
H  3.73374  -1.51432  -0.80822  0.000
H  4.73905  -2.02533  0.01595  0.000
O  4.13900  -2.39148  -0.65636  0.000
H  1.92282  -2.82925  0.60525  0.000
H  0.51315  -2.79373  1.22304  0.000
O  0.97977  -2.79250  0.36541  0.004
H  2.22043  -4.75651  -0.80716  0.000
H  0.90578  -5.03706  -0.16466  0.000
O  1.31474  -4.99834  -1.03752  0.000
H  1.27685  4.25559  1.54508  0.000
H  2.08966  3.02708  1.20404  0.000
O  1.42986  3.34916  1.83296  0.000
H  0.29290  -1.40153  3.74101  0.000
H  -0.80226  -1.06574  2.76699  0.009
O  -0.11723  -1.72883  2.92866  0.017
H  3.05092  2.91958  -1.26482  0.000
H  1.70795  2.68788  -0.65667  0.000
O  2.35369  3.39212  -0.79159  0.000

Summary:
Frontier orbital gap (spin up / spin down) (eV): 8.3 / 4.6
E_HOMO (spin up / spin down) (eV): -12.18 / -12.18
Spin multiplicity: 2
Total charge: +1
LUMO energy (spin up / spin down) (eV): -3.884 / -7.587



12 unconnected molecules or ions with the total composition C5H36NO11 in a non-equilibrium geometry. Source: the OMol25 dataset; level of theory: ωB97M-V/def2-TZVPD.

Each line ends with the Löwdin spin population.
Atoms and positions in Å:
C  0.98603  -1.14930  0.44911  0.047
C  0.51737  0.08145  -0.33012  0.020
C  -1.02021  0.29316  -0.65525  0.013
C  -1.70957  1.41542  0.20483  0.018
C  -1.53176  2.76792  -0.45390  0.013
N  0.62030  -2.51492  0.05188  0.026
H  0.89938  -1.01923  1.53217  0.019
H  2.09558  -1.06581  0.44958  0.011
H  0.71605  1.00468  0.20917  0.012
H  1.04140  0.09926  -1.27495  0.002
H  -1.06035  0.74181  -1.63261  0.001
H  -1.38002  -0.74483  -0.70555  0.004
H  -2.72263  1.07834  0.46683  0.004
H  -1.30306  1.28751  1.22303  0.008
H  -1.10819  3.51996  0.17609  0.009
H  -2.42832  3.11893  -1.03254  0.001
H  -0.80420  2.63145  -1.28619  0.001
H  1.09426  -3.13306  0.74680  0.019
H  -0.37034  -2.68952  -0.15127  0.006
H  1.09784  -2.84704  -0.80379  0.009
H  3.57137  -0.87983  -3.08180  0.001
H  3.18761  -0.39311  -1.70333  0.002
O  2.78386  -0.67130  -2.55492  0.010
H  0.12882  1.52293  2.57387  0.024
H  -0.81890  2.35075  3.35994  0.024
O  -0.68754  1.42605  3.09768  0.090
H  1.42219  2.47906  -2.59050  0.001
H  1.83106  3.62819  -1.68207  0.002
O  1.71029  2.66726  -1.67480  0.016
H  2.00797  0.29430  3.08861  0.070
H  2.66679  1.68359  2.86146  0.047
O  2.41509  0.86313  2.40167  0.146
H  -1.67461  -2.32455  2.20369  0.012
H  -0.99771  -1.22402  2.90642  0.025
O  -0.94876  -2.19543  2.83920  0.050
H  -3.30368  -0.56593  1.87473  0.012
H  -3.63352  -0.61340  0.36020  0.004
O  -3.25254  -1.13512  1.09792  0.022
H  3.10908  0.74569  0.67874  0.012
H  3.08199  1.31836  -0.68097  0.004
O  3.53031  0.58108  -0.18731  0.023
H  -3.07968  -3.44720  -0.66828  0.006
H  -2.13414  -2.35808  -0.69483  0.004
O  -2.15484  -3.30473  -0.92280  0.017
H  1.64598  1.32924  -4.10624  0.002
H  1.11771  2.47536  -4.93797  0.001
O  0.85863  1.88490  -4.21648  0.005
H  -4.05005  0.34195  -2.44716  0.002
H  -3.57864  -1.01900  -2.05343  0.004
O  -3.65382  -0.12002  -1.69948  0.010
H  0.99213  -2.61235  3.23938  0.021
H  2.47648  -2.82018  3.41389  0.024
O  1.80152  -2.78376  2.72163  0.064

Summary:
Frontier orbital gap (spin up / spin down) (eV): 2.3 / 9.9
E_HOMO (spin up / spin down) (eV): -2.31 / -10.05
Spin multiplicity: 2
LUMO energy (spin up / spin down) (eV): -0.028 / -0.109



12 unconnected molecules or ions with the total composition C5H37N2O11 in a non-equilibrium geometry. Source: the OMol25 dataset; level of theory: ωB97M-V/def2-TZVPD.

Each line ends with the Löwdin spin population.
Atoms and positions in Å:
N  0.66104  -0.88665  1.17132  0.051
C  1.39399  0.45765  1.02580  0.037
C  2.68919  0.28536  0.23012  0.008
C  3.77216  1.23377  0.73164  0.004
C  3.80718  2.75237  0.19118  0.000
C  0.55381  1.62682  0.54905  0.014
N  -0.76488  1.49246  1.20204  0.027
H  0.33482  -0.99346  2.16262  0.059
H  -0.21354  -0.82899  0.57662  0.019
H  1.09766  -1.71324  0.81709  0.012
H  1.74417  0.60173  2.08091  0.032
H  2.47840  0.45559  -0.80967  0.001
H  3.06081  -0.76752  0.29001  0.005
H  4.71876  0.66942  0.48163  0.000
H  3.67213  1.30813  1.85824  0.002
H  3.78480  3.48507  1.00999  0.000
H  2.88487  2.99867  -0.26311  0.000
H  4.64133  3.07815  -0.34810  0.000
H  1.14116  2.55261  0.63161  0.002
H  0.39255  1.62595  -0.59755  0.002
H  -0.71511  1.25486  2.19539  0.045
H  -1.33887  2.31950  1.07112  0.006
H  2.45638  -3.45158  1.01977  0.012
H  3.31029  -3.49058  2.37342  0.007
O  2.61850  -3.06570  1.87660  0.056
H  -1.12046  -2.98685  4.04694  0.053
H  -1.11842  -1.55623  4.52444  0.068
O  -1.38568  -2.10334  3.79020  0.145
H  -1.47681  4.77702  -0.17296  0.002
H  -0.25072  5.64034  0.39625  0.001
O  -0.62436  4.77621  0.26752  0.005
H  -4.03489  -1.62979  1.71957  0.019
H  -2.95188  -2.44103  1.31467  0.026
O  -3.74054  -2.09858  0.89686  0.058
H  -1.09179  -3.47855  0.95948  0.040
H  -1.36927  -3.46055  -0.61499  0.007
O  -0.73849  -3.25860  0.10104  0.059
H  -3.60399  -3.86346  -1.66488  0.006
H  -2.37359  -3.82007  -2.58399  0.005
O  -2.63894  -4.08011  -1.66781  0.017
H  -0.14370  3.07075  -2.37558  0.001
H  0.09394  4.42239  -1.72088  0.000
O  0.44557  3.86194  -2.42147  0.002
H  -3.56723  1.66810  -0.44917  0.004
H  -2.60093  0.64156  -0.32397  0.007
O  -3.01974  1.14327  -1.04924  0.014
H  -3.26545  -0.74063  -3.41248  0.002
H  -2.96613  -0.32760  -4.86507  0.001
O  -2.95867  -1.10009  -4.26526  0.006
H  0.43783  -2.33711  -0.88189  0.006
H  0.86929  -2.45470  -2.42804  0.005
O  0.99117  -1.95703  -1.60498  0.021
H  -1.03871  -0.48692  -2.19794  0.006
H  -1.84686  0.70521  -2.68376  0.002
O  -1.09219  0.47406  -2.16036  0.010

Summary:
Frontier orbital gap (spin up / spin down) (eV): 2.8 / 9.6
E_HOMO (spin up / spin down) (eV): -2.71 / -9.63
Spin multiplicity: 2
LUMO energy (spin up / spin down) (eV): 0.068 / -0.051



12 unconnected molecules or ions with the total composition C5H37N2O11 in a non-equilibrium geometry. Source: the OMol25 dataset; level of theory: ωB97M-V/def2-TZVPD.

Each line ends with the natural charge from an NBO analysis.
Atoms and positions in Å:
C  -1.59560  1.23280  0.35058  -0.253
C  -0.24366  1.06958  -0.37033  -0.499
C  0.55139  0.06871  0.48240  -0.442
C  1.86408  -0.43730  -0.05365  -0.446
C  1.63100  -1.41520  -1.19585  -0.226
N  0.51569  -2.41022  -1.04897  -0.864
N  -2.41001  -0.03125  0.31086  -0.745
H  -2.16132  2.18784  -0.00138  0.235
H  -1.21475  1.39595  1.37608  0.244
H  0.48359  1.92625  -0.49077  0.284
H  -0.26826  0.88162  -1.46320  0.236
H  0.84157  0.63123  1.48168  0.188
H  0.02036  -0.77540  0.98984  0.246
H  2.43556  -0.96269  0.75445  0.224
H  2.60432  0.29267  -0.51739  0.228
H  1.58829  -0.75729  -2.12938  0.184
H  2.57279  -2.00313  -1.40160  0.204
H  0.75138  -3.19809  -1.73290  0.386
H  -0.35949  -1.98114  -1.42620  0.376
H  -3.45406  -0.02605  0.36629  0.445
H  -2.08550  -0.56470  1.14569  0.464
H  -2.24922  -0.44901  -0.65428  0.492
H  3.33909  3.85971  -2.10037  0.500
H  1.74846  3.99468  -1.94979  0.485
O  2.50870  3.38806  -2.15129  -0.968
H  -0.24732  0.99412  -4.29970  0.524
H  -0.13652  -0.61134  -4.10415  0.488
O  -0.61792  0.19678  -3.88341  -1.008
H  1.24251  2.75808  -3.34232  0.491
H  1.65517  2.59843  -4.68487  0.481
O  0.97087  2.26321  -4.12365  -0.966
H  2.32785  0.43201  1.94517  0.491
H  3.51507  0.74972  2.98260  0.483
O  2.66149  0.35734  2.86049  -0.975
H  -2.21585  0.32784  -2.86282  0.531
H  -3.57007  -0.53777  -2.64131  0.503
O  -2.90967  0.03129  -2.21283  -1.006
H  1.34719  -0.89657  4.01451  0.505
H  0.65217  -2.07088  3.11959  0.498
O  0.75057  -1.11295  3.26692  -1.000
H  -0.91432  1.80543  4.28528  0.502
H  0.20334  1.33028  3.21502  0.503
O  -0.69386  1.65232  3.34395  -0.990
H  1.31922  -3.91910  1.54978  0.473
H  0.51838  -3.15274  0.42448  0.498
O  0.50291  -3.46276  1.35948  -1.030
H  1.00165  4.10944  1.31542  0.485
H  0.06552  2.83681  1.56212  0.488
O  0.90999  3.17474  1.18404  -0.968
H  -3.38902  -3.51140  -0.09134  0.484
H  -3.72181  -2.31489  0.81910  0.481
O  -3.73544  -2.55448  -0.14513  -0.964
H  -1.49439  -1.86060  2.68549  0.496
H  -1.57993  -3.22602  1.99584  0.518
O  -1.83219  -2.30395  1.89172  -0.995

Summary:
Frontier orbital gap (eV): 10.5
E_HOMO (eV): -12.73
Total charge: +1
LUMO energy (eV): -2.190